No. 1
Density functional theory data (ωB97M-V with the def2-TZVPD basis set) for one molecule with the formula C3H5N3S in a non-equilibrium geometry.

Each line ends with the Löwdin charge.
Atoms and positions in Å:
C (0.0144, -0.8865, -0.8624)  -0.160
C (-0.6872, 1.1718, -1.1494)  0.035
C (-0.9595, 0.1914, 1.0874)  -0.007
N (1.2544, -1.0380, -0.7239)  -0.011
N (-0.5832, 0.2450, -0.3570)  -0.272
N (2.1174, -0.8281, 0.1031)  -0.573
S (3.4914, -0.1048, -0.0498)  0.577
H (-0.5568, -1.5256, -1.4604)  0.117
H (-1.0926, 2.1110, -0.8752)  0.010
H (-0.9938, 1.2191, 1.5550)  0.110
H (-1.9040, -0.4351, 1.1012)  0.116
H (-0.1006, -0.1204, 1.6315)  0.057

The largest force on an atom comes out at 5.551 eV/Å. The calculation puts the HOMO energy at -7.9 eV. The net charge is 0. The calculation puts the LUMO energy at -0.627 eV. The calculation puts the orbital gap at 7.23 eV. As for the total energy: -679.53644 hartree. The value obtained for the energy above the lowest of the compared OMol25 structures with the same formula, charge and spin is 156.11 kcal per mole.


No. 2
Density functional theory data (ωB97M-V with the def2-TZVPD basis set) for C20H59Ag2N10O8 as an isolated structure in a non-equilibrium geometry.

Each line ends with the Löwdin charge.
Atoms and positions in Å:
Ag (-1.5429, -1.9773, -1.9250)  0.743
Ag (0.5872, -4.0762, -1.0792)  0.779
C (0.2590, -0.5346, 0.1941)  -0.248
O (-0.1890, -1.8583, -0.0862)  -0.534
H (-0.0124, 0.1553, -0.6177)  0.058
H (-0.3740, -0.1352, 0.9950)  0.051
H (1.3244, -0.5506, 0.4110)  0.048
C (-0.7872, 1.0600, 4.8015)  -0.058
C (0.4539, 1.8974, 5.1415)  -0.399
C (1.1997, 2.4871, 3.9774)  -0.188
O (1.2766, 1.4862, 2.9532)  -0.218
C (2.2496, 1.7323, 1.9488)  -0.113
N (0.0255, 3.0668, 5.9672)  0.012
H (-0.4323, 0.0603, 4.5139)  0.066
H (-1.3557, 1.4685, 3.9719)  0.054
H (-1.3536, 0.9153, 5.7164)  0.080
H (1.0547, 1.4402, 5.9295)  0.138
H (2.1912, 2.8383, 4.2698)  0.128
H (0.6384, 3.3244, 3.5395)  0.123
H (1.7538, 1.9179, 0.9868)  0.073
H (2.8073, 0.8037, 1.7751)  0.070
H (2.9286, 2.5477, 2.1966)  0.093
H (-0.4572, 2.8018, 6.8130)  0.067
H (-0.5509, 3.7506, 5.4910)  0.063
C (4.5054, -1.5205, -3.5905)  -0.055
C (3.5993, -0.7007, -2.6991)  -0.445
C (3.2008, 0.6284, -3.3595)  -0.200
O (2.7410, 1.6219, -2.4852)  -0.181
C (3.5979, 1.9623, -1.4413)  -0.120
N (2.4226, -1.4817, -2.3207)  0.069
H (4.6115, -2.5643, -3.2802)  0.077
H (5.5493, -1.2051, -3.4840)  0.085
H (4.2155, -1.4745, -4.6408)  0.086
H (4.1892, -0.4045, -1.8189)  0.116
H (2.4560, 0.3658, -4.1074)  0.116
H (4.1466, 0.9592, -3.8167)  0.132
H (3.6314, 1.1948, -0.6603)  0.069
H (3.3250, 2.9164, -0.9943)  0.093
H (4.6357, 2.1055, -1.7827)  0.103
H (1.7946, -0.9936, -1.6934)  0.019
H (2.7401, -2.2986, -1.8073)  0.015
C (-5.4447, 0.9920, 0.7127)  -0.036
C (-4.5561, 1.8005, -0.2065)  -0.419
C (-3.1050, 1.9245, 0.2014)  -0.217
O (-3.1074, 2.5204, 1.4837)  -0.179
C (-1.8251, 3.0233, 1.8166)  -0.102
N (-4.7024, 1.3757, -1.6364)  0.037
H (-6.4066, 0.9416, 0.1993)  0.080
H (-5.5426, 1.4462, 1.6936)  0.085
H (-5.0747, -0.0245, 0.8694)  0.083
H (-4.9376, 2.8287, -0.2830)  0.142
H (-2.5609, 2.5899, -0.4790)  0.115
H (-2.6882, 0.9041, 0.2502)  0.120
H (-1.5219, 3.7525, 1.0532)  0.095
H (-1.0764, 2.2242, 1.8370)  0.068
H (-1.9318, 3.5444, 2.7630)  0.092
H (-4.3732, 2.0939, -2.2696)  0.043
H (-5.7064, 1.3384, -1.7889)  0.075
C (-0.1406, 0.8579, -3.7160)  -0.062
C (-1.5644, 1.1642, -3.2397)  -0.399
C (-2.2179, 2.1922, -4.1475)  -0.191
O (-2.2731, 1.5942, -5.4346)  -0.204
C (-2.8330, 2.4235, -6.4158)  -0.101
N (-2.3174, -0.1217, -3.2855)  0.010
H (0.3546, 0.4050, -2.8435)  0.040
H (0.4819, 1.7605, -3.7120)  0.089
H (-0.0483, 0.2635, -4.6152)  0.092
H (-1.4877, 1.5451, -2.2230)  0.115
H (-1.5828, 3.0828, -4.1864)  0.139
H (-3.2560, 2.3955, -3.8584)  0.107
H (-2.8592, 1.8118, -7.3256)  0.095
H (-2.0984, 3.1553, -6.7826)  0.096
H (-3.8105, 2.8253, -6.1653)  0.093
H (-3.2976, 0.1502, -3.1334)  0.054
H (-2.3603, -0.3864, -4.2723)  0.082
C (-2.8270, -2.6557, 2.4247)  -0.656
O (-3.7147, -3.1655, 3.0844)  0.036
N (-2.1753, -3.2661, 1.3766)  0.141
N (-2.2959, -1.4148, 2.7644)  0.158
H (-1.4992, -2.7145, 0.8478)  0.003
H (-2.4273, -4.1968, 1.1046)  0.099
H (-1.8677, -0.8049, 2.0907)  0.048
H (-2.6535, -0.9214, 3.5622)  0.090
C (3.7672, -3.5765, 0.2187)  -0.633
O (3.0134, -4.0500, -0.6383)  -0.061
N (5.0124, -4.1130, 0.4258)  0.174
N (3.3994, -2.5445, 1.0253)  0.189
H (5.2176, -4.9954, -0.0094)  0.114
H (5.4346, -3.9822, 1.3293)  0.102
H (3.9919, -2.1848, 1.7488)  0.111
H (2.4188, -2.3161, 1.0062)  0.058
C (1.0295, -4.6549, 2.4419)  -0.638
O (0.7620, -5.2943, 1.4155)  -0.033
N (1.6073, -5.2986, 3.5062)  0.164
N (0.9506, -3.2953, 2.5572)  0.167
H (1.9476, -4.8099, 4.3117)  0.096
H (1.8031, -6.2783, 3.4283)  0.109
H (1.3525, -2.8858, 3.3807)  0.106
H (0.5678, -2.7083, 1.8339)  0.052

The largest force on an atom comes out at 3.302 eV/Å. The calculation puts the HOMO energy at -10.9 eV. The net charge is +1. The calculation puts the LUMO energy at -4.114 eV. The calculation puts the orbital gap at 6.81 eV. As for the total energy: -2240.60852 hartree.